# 1
This record from the OMol25 dataset describes the molecule C5H8N2. The level of theory is ωB97M-V with the def2-TZVPD basis set.

The geometry in XYZ format:
```
15
C5H8N2 (ωB97M-V with the def2-TZVPD basis set)
H -1.1273 2.2628 -1.0390
C 1.1645 -1.0361 0.3574
H -1.7516 1.7127 0.3645
H -2.0955 -0.9282 -0.2822
C 2.0359 -0.0457 -0.0025
H -1.1266 -2.3571 0.1604
H 1.3422 -2.0610 0.6565
C 1.2825 1.0783 -0.4395
C -0.0543 0.7498 -0.2493
H -1.6876 -1.2396 1.4298
N -1.2790 1.4260 -0.4908
H 3.1152 -0.0711 -0.0227
N -0.1141 -0.5485 0.2001
C -1.3277 -1.3083 0.3969
H 1.6942 1.8897 -1.0199
```

Highest occupied orbital energy in eV: -7.56
HOMO-LUMO gap in eV: 8.544
SMILES string: Cn1cccc1N
Energy relative to the best compared isomer or geometry (same formula, charge and spin) in kJ/mol: 45.3
F_max in Eh/bohr: 0.015

# 2
This record from the OMol25 dataset describes the molecule C5H5N at a distorted geometry. The level of theory is ωB97M-V with the def2-TZVPD basis set.

The geometry in XYZ format:
```
11
C5H5N (ωB97M-V with the def2-TZVPD basis set)
H 0.3171 -0.4803 -1.8024
C -0.2370 -1.7764 0.1692
C -0.8556 -0.4315 0.5417
N -1.0971 0.3931 -0.5589
H -1.6852 -0.5405 1.3076
C 0.5187 -0.4422 0.9496
H 1.2848 -2.6036 1.5702
C -0.3749 0.3477 -1.6080
H -0.3951 1.2309 -2.2788
H 1.2452 0.2157 0.5844
C 0.6975 -1.8111 1.1541
```

Highest occupied orbital energy in eV: -8.69
HOMO-LUMO gap in eV: 9.477
SMILES string: C=N[C@H]1C2=C[C@@H]21
Energy relative to the best compared isomer or geometry (same formula, charge and spin) in kJ/mol: 522.2
F_max in Eh/bohr: 0.052

# 3
This record from the OMol25 dataset describes a cluster of 2 separate species, C6H14 in total at a distorted geometry. The level of theory is ωB97M-V with the def2-TZVPD basis set.

The geometry in XYZ format:
```
20
C6H14 (ωB97M-V with the def2-TZVPD basis set)
H 0.8180 -0.8111 -1.5050
H -3.9302 -0.4368 -0.3333
H 1.0032 0.8755 -1.3121
C -2.6612 -0.4400 1.2928
H 1.1561 -0.8652 0.7998
H -3.4489 -0.4641 2.0335
H -1.9743 -0.6221 -1.9318
H 2.7535 -1.0674 0.2153
H -0.8780 -0.2966 -0.6062
C 1.9360 -0.3419 0.2403
C 1.5562 -0.0588 -1.2142
H 1.4092 1.2397 1.6183
H 2.6602 1.7284 0.4420
C -2.9080 -0.2760 -0.0007
H -1.7309 1.0126 -1.3050
H 2.3842 -0.1699 -1.9054
H -1.6421 -0.5630 1.6478
C -1.8477 -0.0358 -1.0206
C 2.2826 0.9137 1.0591
H 3.0623 0.6789 1.7853
```

Highest occupied orbital energy in eV: -9.55
HOMO-LUMO gap in eV: 10.706
SMILES string: C=CC.CCC
Energy relative to the best compared isomer or geometry (same formula, charge and spin) in kJ/mol: 142.2
F_max in Eh/bohr: 0.028

# 4
This record from the OMol25 dataset describes a structure of composition C17H20BrCl40N2O3PS at a distorted geometry. The level of theory is ωB97M-V with the def2-TZVPD basis set.

The geometry in XYZ format:
```
85
C17H20BrCl40N2O3PS (ωB97M-V with the def2-TZVPD basis set)
Cl -3.8778 11.5016 12.2375
Cl 4.0269 1.3639 -8.0123
Cl 4.3893 -4.7147 -2.4688
P 2.4205 1.6619 -1.0240
Cl -2.1776 10.3955 10.1515
C 4.8408 -8.9232 -1.2056
Cl -4.0507 5.6979 0.2809
H 5.4935 1.0711 2.2452
H 4.3074 2.2485 1.2002
Cl -2.3772 7.8812 8.1926
C 4.9621 -3.2334 -3.2761
Cl 6.2709 -9.6344 -1.9954
C 4.9557 1.2751 1.1994
C 3.4621 -0.0083 -7.0261
H 4.3313 3.0963 -0.8073
Cl -7.2421 -7.0935 3.2886
C -3.7379 -3.2417 0.5406
C -3.8592 10.7483 10.6229
O -2.0211 0.0795 0.0642
C -2.7235 6.6282 6.9741
C -1.1546 1.1453 0.6685
C 1.3917 3.1989 -1.5212
Cl 4.6828 -1.3058 -7.0593
Cl 1.9254 -0.6217 -7.6868
Cl -5.5418 -8.1995 1.2027
C 0.3846 0.5225 0.7575
H 3.7242 3.0918 -2.4383
H 4.0731 -0.1768 -1.6051
Cl -1.0376 -4.3601 -6.9654
Cl 3.3856 -9.8360 -1.6787
H 2.2404 1.6944 1.6073
H 1.4279 3.2837 -2.7119
H -2.9379 0.4655 -0.0807
Cl 3.2133 0.5303 -5.3461
Cl -7.9507 -6.7317 0.4900
C -1.1592 -3.1357 -5.6769
H -1.5459 1.3160 1.7633
N 3.8652 2.5470 -1.5597
Cl -5.9320 -8.4046 -1.7383
H 0.2279 3.1004 -1.2730
Cl -3.8323 -2.8174 -1.1873
H 2.0809 -0.0438 -2.6724
O 3.0671 5.5437 -1.7745
Cl -4.2592 3.0670 1.5060
Cl -3.3421 5.3361 3.0795
H -1.2179 2.1514 0.0714
Cl 5.2785 -3.5783 -4.9953
Cl 3.7170 -1.9657 -3.1440
Cl -3.3843 7.3932 5.5069
N 1.5257 0.7770 -2.3423
H 5.0924 -0.8459 0.4247
C -7.2235 -7.8468 1.6741
H 2.5592 -0.8607 -0.7053
Cl -1.8903 -1.6505 -6.3359
Cl -4.4644 -4.8480 0.7982
Cl 6.4635 -2.6746 -2.4963
Cl -3.8578 -6.3645 -1.7658
Cl 4.6665 -7.2237 -1.7116
H 5.8546 1.4847 0.4423
C 3.3363 0.0382 -0.6913
Cl -5.0428 -7.2681 -4.2648
Cl -2.1769 -3.7629 -4.3557
C -5.3592 -6.9232 -2.5456
H 0.9142 5.7162 -0.7750
Br 3.2332 -0.9994 2.2074
Cl -8.1592 -9.3625 1.7151
C 1.5514 1.7187 0.6643
Cl -3.9128 5.4748 7.6297
Cl 5.0402 -8.9987 0.5633
O 2.6590 4.7427 0.5571
Cl -4.5865 11.8633 9.4389
Cl -6.6043 -5.6556 -2.4135
Cl -4.7950 9.2325 10.6639
Cl -1.6418 4.2300 0.9936
H 0.9222 2.7295 0.7581
Cl -2.0315 -3.2727 1.0522
H 0.4738 0.0661 1.8507
S 2.0329 4.8326 -0.8694
C 4.2090 -0.0769 0.6681
H 0.5672 0.5164 -2.0241
H 0.5598 -0.3466 -0.0060
C -3.3235 4.5828 1.4650
Cl -1.2196 5.7638 6.5672
Cl 0.4680 -2.7692 -5.0504
Cl -4.6235 -2.0286 1.4992
```

Highest occupied orbital energy in eV: -9.26
HOMO-LUMO gap in eV: 8.886
F_max in Eh/bohr: 0.113

# 5
This record from the OMol25 dataset describes a structure of composition C18H9AuCl5N2O2. The level of theory is ωB97M-V with the def2-TZVPD basis set.

The geometry in XYZ format:
```
37
C18H9AuCl5N2O2 (ωB97M-V with the def2-TZVPD basis set)
C 2.2229 -1.6427 -1.0984
C -4.3211 2.4402 -2.4463
H -5.6711 0.9756 -3.2369
C 3.4019 -2.3810 -0.9930
Cl 0.0086 -0.2443 6.1464
C -3.0463 2.6784 -1.9596
C 0.5643 1.2190 3.9379
C -2.4890 0.3394 -2.2670
H 5.0207 -0.3748 1.1895
O 0.0687 -1.5080 -2.1193
H -1.7520 -0.4556 -2.2141
H 5.3387 -2.5231 -0.0870
C 4.4233 -1.9508 -0.1754
H -2.7345 3.6662 -1.6464
C -2.1147 1.6312 -1.8476
Au 0.2516 0.7556 -0.4111
Cl 1.2246 2.9196 1.9512
C 1.1143 -2.1752 -2.0583
H -5.0380 3.2495 -2.5184
C 0.0832 0.0150 4.4420
C 4.2552 -0.7677 0.5348
Cl 1.0890 2.4534 5.0253
Cl -0.7705 -2.0076 1.1044
Cl -0.9240 -2.4761 4.1861
O 1.4434 -3.2107 -2.6558
H -4.0398 -0.8794 -3.0942
H 2.8817 0.8302 0.9330
N 2.0694 -0.5141 -0.3998
C -3.7610 0.1146 -2.7668
H 3.4511 -3.2841 -1.5832
N -0.8551 1.9315 -1.3735
C -0.3347 -0.9807 3.5611
C 0.2033 0.4380 1.6504
C -4.6754 1.1591 -2.8493
C -0.2686 -0.7571 2.1880
C 3.0651 -0.0898 0.3939
C 0.6150 1.4063 2.5576
```

Highest occupied orbital energy (spin up / spin down) in eV: -4.91 / -4.90
HOMO-LUMO gap (spin up / spin down) in eV: 6.687 / 6.688
Energy relative to the best compared isomer or geometry (same formula, charge and spin) in kJ/mol: 0.0
F_max in Eh/bohr: 0.007
Total charge: -1

# 6
This record from the OMol25 dataset describes the molecule C3H3NO at a distorted geometry. The level of theory is ωB97M-V with the def2-TZVPD basis set.

The geometry in XYZ format:
```
8
C3H3NO (ωB97M-V with the def2-TZVPD basis set)
H 2.1154 -0.2374 -0.4304
N -0.6358 -1.4767 0.0469
O 0.6519 -1.3652 0.0910
C 1.1882 -0.1732 0.1735
C -1.1473 0.1416 0.0155
C -0.0723 0.9728 0.0650
H 0.1419 2.0794 0.0775
H -2.2253 0.0589 -0.0543
```

Highest occupied orbital energy (spin up / spin down) in eV: -8.93 / -8.93
HOMO-LUMO gap (spin up / spin down) in eV: 9.197 / 9.198
SMILES string: c1cnoc1
Energy relative to the best compared isomer or geometry (same formula, charge and spin) in kJ/mol: 474.9
F_max in Eh/bohr: 0.108

# 7
This record from the OMol25 dataset describes a structure of composition C17H20IN8OPdSbSe4. The level of theory is ωB97M-V with the def2-TZVPD basis set.

The geometry in XYZ format:
```
53
C17H20IN8OPdSbSe4 (ωB97M-V with the def2-TZVPD basis set)
C -3.6983 0.7701 -1.4430
C -3.1046 -0.4954 -1.4027
Se 1.6230 -4.2457 -2.5153
N 3.3378 1.2118 3.7760
N -5.3198 2.3235 -1.5762
N -1.1513 2.1258 -0.1390
N 3.5482 0.8265 2.5066
H 3.0066 -2.4920 -1.6134
C -5.0681 0.9658 -1.5852
C 2.4149 -2.2928 2.1654
H -5.9702 -2.2579 -1.8500
H 1.7177 -3.0382 2.5475
C 0.0124 1.4316 -0.0470
I 3.9383 4.9432 1.8302
N -4.2058 2.9424 -1.4537
N -3.2005 2.0387 -1.3666
O 4.3765 -0.8044 0.7050
C 3.4298 2.5292 3.7509
H -0.6176 1.8358 3.0393
Se -2.3630 -4.4040 -3.8205
C -5.3516 -1.3784 -1.7253
H -2.0474 -0.6474 -1.2130
C -0.6435 1.8645 1.9638
Pd 1.4511 -0.5671 1.7737
N 0.3415 1.2666 1.2142
C -5.9287 -0.1306 -1.7272
C 3.1256 -2.8489 0.9441
H 3.9299 -3.5476 1.2189
H 3.5967 -0.1592 2.2315
H 3.9773 1.6875 0.6318
C 0.7821 0.9456 -1.2230
Se -2.2411 -4.9937 -1.5225
H 2.4192 -3.3819 0.3052
H -1.8788 3.5725 -1.4789
Sb -0.4890 -3.1250 -2.0499
C 3.7867 1.8576 1.6773
H 3.9856 -1.0452 -1.7269
C 3.7138 2.9868 2.4510
Se -0.2918 -1.8943 0.6887
H -1.2909 2.0484 -2.1874
H -3.5535 -2.5702 -1.5588
N 3.6393 -1.8134 -1.1772
C -1.8370 2.4906 -1.3554
H 0.2147 0.1899 -1.7711
C -3.9577 -1.5618 -1.5622
H 1.0564 1.7681 -1.8901
H 3.1352 -2.0707 2.9700
C -1.5853 2.3971 1.1468
H 3.2928 3.1065 4.6510
H -6.9950 0.0138 -1.8426
H -2.5110 2.9110 1.3369
H 1.6803 0.4507 -0.8586
C 3.7679 -1.7355 0.1568
```

Highest occupied orbital energy in eV: -1.08
HOMO-LUMO gap in eV: 4.266
Energy relative to the best compared isomer or geometry (same formula, charge and spin) in kJ/mol: 57.7
F_max in Eh/bohr: 0.017
Total charge: -2

# 8
This record from the OMol25 dataset describes a structure of composition C2H3N3O3 at a distorted geometry. The level of theory is ωB97M-V with the def2-TZVPD basis set.

The geometry in XYZ format:
```
11
C2H3N3O3 (ωB97M-V with the def2-TZVPD basis set)
O -1.6191 0.2040 -0.8738
O 2.5910 0.2605 0.1909
H 3.4129 -0.1595 -0.2881
N -0.5239 -0.8043 -0.7045
O -0.9980 -1.1748 0.8423
C 0.5995 0.0461 -0.2515
H -2.0659 -1.8436 0.7527
H -2.0266 1.7487 0.4867
N 0.1278 1.2561 0.2658
C -1.2275 1.1181 0.1167
N 1.7297 -0.6514 -0.5372
```

Highest occupied orbital energy in eV: -9.31
HOMO-LUMO gap in eV: 8.475
Energy relative to the best compared isomer or geometry (same formula, charge and spin) in kJ/mol: 735.7
F_max in Eh/bohr: 0.150

# 9
This record from the OMol25 dataset describes the molecule C12H19N3O7 at a distorted geometry. The level of theory is ωB97M-V with the def2-TZVPD basis set.

The geometry in XYZ format:
```
41
C12H19N3O7 (ωB97M-V with the def2-TZVPD basis set)
C 1.0244 2.2217 1.7991
H -2.2583 1.5468 -2.3254
H -0.4226 4.2423 1.9603
H 2.3169 0.1195 -0.2082
H 1.2172 -0.4549 -1.3732
H 3.3681 -1.4453 -2.4516
O 0.7376 3.1583 0.7470
C -1.3245 -1.5390 -0.8018
C 3.0335 -2.3576 -1.9120
H -3.4359 -3.3626 -2.4275
N 0.1508 -3.2710 0.2375
H 0.6729 2.6673 4.0419
H 1.9633 1.7133 1.7303
C -3.1210 -2.4150 -2.1133
O -1.6812 1.8866 -0.2547
H 1.7067 3.7675 3.1220
C -2.4187 2.1618 -1.4251
H -2.3891 3.2258 -1.7065
H -3.4665 1.9614 -1.1589
C 0.5944 -0.8803 0.6031
O -2.0145 -2.5989 -1.3254
C -0.1169 1.2663 1.8581
H 3.9382 -2.9583 -1.7132
N -0.2046 0.3342 0.7278
O 0.5352 -3.5292 1.3581
H 1.0275 -1.0538 1.6219
C -1.2138 0.6123 -0.1759
C 2.6212 -1.8377 -0.4994
H -2.9952 -1.8400 -3.0083
O 3.4953 -1.8305 0.3838
O -0.2192 4.1440 2.9246
H 2.2054 -2.8654 -2.4810
C -0.1481 -1.9292 0.0259
N -1.7154 -0.2780 -0.9835
H -1.0799 1.7695 2.1140
H 0.0715 0.6931 2.7058
C 1.6855 -0.7264 -0.4043
H -3.9533 -2.0552 -1.5382
H 0.9391 2.7039 -0.0695
O 0.0155 -4.1500 -0.6367
C 0.8586 3.1827 3.0324
```

Highest occupied orbital energy in eV: -8.34
HOMO-LUMO gap in eV: 8.095
SMILES string: COC1=NC(OC)=C([N+](=O)[O-])[C@@H](CC(C)=O)N1C[C@@H](O)CO
Energy relative to the best compared isomer or geometry (same formula, charge and spin) in kJ/mol: 898.1
F_max in Eh/bohr: 0.153

> Which value of F_max does entry 1 give?

0.015 Eh/bohr

> What is the formula in the seventh record?

C17H20IN8OPdSbSe4

> The lowest F_max belongs to which entry?

C18H9AuCl5N2O2

> Look up the F_max of the fifth one.

0.007 Eh/bohr